Density functional theory data (ωB97M-V/def2-TZVPD) for a molecular structure, C17H20N2O4S2 in a non-equilibrium geometry.

Properties
HOMO level   -8.589 eV
Gap between HOMO and LUMO   8.91 eV
Total charge   0
Calculated total energy   -50793.1378 eV

Structure (XYZ):
```
45
C17H20N2O4S2 (ωB97M-V/def2-TZVPD)
C -1.810 -2.367 -3.772
H -2.495 -2.950 -4.385
H -2.367 -1.582 -3.251
H -1.048 -1.914 -4.415
O -1.243 -3.282 -2.864
C -0.374 -2.817 -1.928
C 0.066 -1.501 -1.836
C 0.945 -1.125 -0.831
C 1.393 -2.066 0.083
C 0.958 -3.378 -0.006
C 0.085 -3.757 -1.003
H -0.268 -4.773 -1.085
H 1.302 -4.109 0.710
H 2.073 -1.775 0.871
C 1.423 0.303 -0.742
N 1.269 0.830 0.601
C 0.081 0.775 1.196
N -0.972 0.281 0.625
C -2.065 0.253 1.431
O -2.014 0.612 2.612
C -3.305 -0.246 0.815
C -3.213 -1.426 -0.123
C -3.495 -0.074 -0.671
H -4.490 0.155 -1.021
H -2.701 0.435 -1.192
H -2.231 -1.843 -0.278
H -4.011 -2.152 -0.084
H -4.166 -0.173 1.466
S 0.071 1.340 2.838
C 1.840 1.943 2.670
C 1.823 3.456 2.759
H 2.737 3.887 3.159
H 0.960 3.825 3.303
S 1.753 3.962 1.020
O 0.468 3.704 0.443
O 2.330 5.261 0.823
C 2.907 2.645 0.516
H 3.898 2.947 0.840
C 2.371 1.456 1.302
H 3.162 0.703 1.441
H 2.882 2.508 -0.558
H 2.408 1.507 3.493
H 0.860 0.929 -1.442
H 2.486 0.344 -0.997
H -0.280 -0.753 -2.531
```

Here are the Mulliken charges for atoms 1 to 6, given in e: -0.68, 0.25, 0.20, 0.33, -0.45, 0.12



Density functional theory data (ωB97M-V/def2-TZVPD) for a gas-phase ion, C5H12NO (charge +1) in a non-equilibrium geometry.

Properties
HOMO level   -15.270 eV
Gap between HOMO and LUMO   12.43 eV
Total charge   +1
Calculated total energy   -8908.2494 eV

Structure (XYZ):
```
19
C5H12NO (ωB97M-V/def2-TZVPD)
C -0.418 -0.055 -1.116
C -0.996 -1.556 -0.907
C -0.415 -0.643 1.147
C -0.117 1.735 0.541
C 1.670 0.155 0.122
N 0.232 0.335 0.099
O -0.462 -1.862 0.389
H 0.377 -0.239 -1.877
H -1.225 0.480 -1.493
H -2.053 -1.732 -1.101
H -0.444 -2.059 -1.666
H 0.044 -0.613 2.083
H -1.402 -0.372 1.231
H 0.151 2.091 1.481
H 0.178 2.420 -0.261
H -1.190 1.681 0.429
H 1.863 0.471 1.199
H 1.821 -0.881 0.166
H 2.386 0.646 -0.466
```

Here are the Mulliken charges for atoms 1 to 6, given in e: -0.57, -0.36, -0.37, -0.99, -0.97, 0.00



Density functional theory data (ωB97M-V/def2-TZVPD) for 4 unconnected molecules or ions with the total composition C26H43ClF5N2O8PS in a non-equilibrium geometry.

Properties
HOMO level   -8.749 eV
Gap between HOMO and LUMO   7.23 eV
Total charge   0
Calculated total energy   -93248.4106 eV

Structure (XYZ):
```
87
C26H43ClF5N2O8PS (ωB97M-V/def2-TZVPD)
C 1.494 3.564 2.901
O 1.153 3.443 1.510
C 1.166 2.052 1.087
C 0.690 2.061 -0.407
C 0.618 0.642 -1.113
C 1.017 -0.571 -0.226
C 2.433 -0.914 -0.162
C 2.925 -2.102 0.632
O 4.266 -2.418 0.638
C 1.930 -2.907 1.337
P 2.507 -4.438 2.297
O 3.808 -5.130 1.448
Cl 3.228 -3.761 4.156
C 0.449 -2.597 1.328
N -0.374 -3.450 2.058
C -1.662 -3.047 1.901
C -2.141 -1.891 1.096
S -3.960 -1.598 1.030
O -4.514 -2.751 0.303
O -4.469 -1.640 2.400
C -4.404 -0.046 0.097
F -3.535 0.227 -0.932
F -5.629 -0.303 -0.508
C -4.643 1.228 1.012
F -3.465 1.657 1.568
F -5.569 1.022 1.993
F -5.186 2.201 0.194
N -1.306 -1.061 0.428
C 0.024 -1.427 0.535
H 1.768 2.592 3.392
H 2.338 4.319 2.961
H 0.617 4.074 3.407
H 0.493 1.479 1.790
H 2.227 1.691 1.236
H 1.430 2.708 -0.969
H -0.287 2.608 -0.446
H 1.348 0.670 -1.977
H -0.400 0.548 -1.589
H 3.164 -0.291 -0.729
H 4.620 -2.464 1.547
H 3.732 -4.963 0.490
H -2.448 -3.667 2.414
C 7.247 -2.587 -1.971
C 8.001 -2.315 -0.681
O 7.583 -3.128 0.405
C 7.734 -4.530 0.239
C 9.173 -4.966 0.023
H 6.170 -2.491 -1.812
H 7.554 -1.882 -2.746
H 7.433 -3.596 -2.344
H 7.819 -1.282 -0.378
H 9.082 -2.408 -0.829
H 7.088 -4.888 -0.569
H 7.363 -4.987 1.158
H 9.578 -4.572 -0.911
H 9.237 -6.055 -0.018
H 9.809 -4.605 0.834
C 1.936 6.326 -3.909
C 0.913 5.947 -2.851
O 1.491 5.512 -1.630
C 2.314 6.448 -0.952
C 1.587 7.719 -0.550
H 2.628 5.500 -4.086
H 1.437 6.575 -4.847
H 2.530 7.190 -3.606
H 0.316 5.111 -3.223
H 0.213 6.769 -2.667
H 3.203 6.674 -1.550
H 2.667 5.945 -0.050
H 1.253 8.286 -1.421
H 2.246 8.364 0.035
H 0.703 7.484 0.046
C -10.644 -1.207 1.205
C -10.753 -2.137 0.008
O -9.915 -1.769 -1.075
C -8.519 -1.751 -0.812
C -7.962 -3.099 -0.390
H -10.834 -0.174 0.907
H -11.365 -1.491 1.974
H -9.649 -1.240 1.653
H -11.776 -2.103 -0.371
H -10.565 -3.176 0.298
H -8.283 -0.977 -0.074
H -8.036 -1.448 -1.744
H -8.379 -3.427 0.564
H -6.877 -3.044 -0.278
H -8.202 -3.864 -1.132
```

Here are the Mulliken charges for atoms 1 to 6, given in e: -0.77, -0.28, -0.45, -0.09, -1.02, 0.36



Density functional theory data (ωB97M-V/def2-TZVPD) for C5H5N3 in the gas phase in a non-equilibrium geometry.

Properties
HOMO level   -9.559 eV
Gap between HOMO and LUMO   10.18 eV
Total charge   0
Calculated total energy   -9735.4290 eV

Structure (XYZ):
```
13
C5H5N3 (ωB97M-V/def2-TZVPD)
C -0.401 1.779 0.045
C -0.360 0.287 -0.048
C 0.155 -1.883 0.051
C 0.732 -0.594 -0.084
C 2.124 -0.343 -0.066
H -1.387 2.143 -0.024
H 0.070 2.163 0.938
H 0.230 2.132 -0.761
H -2.383 -0.151 -0.155
H 0.562 -2.914 0.053
N -1.453 -0.491 -0.016
N -1.202 -1.783 0.030
N 3.312 -0.346 0.038
```

Here are the Mulliken charges for atoms 1 to 6, given in e: -1.20, 0.35, -0.43, 0.53, 0.16, 0.36



Density functional theory data (ωB97M-V/def2-TZVPD) for a molecular structure, C8H19ClILuNO2P in a non-equilibrium geometry.

Properties
HOMO level   -15.824 eV
Gap between HOMO and LUMO   7.77 eV
Total charge   +2
Calculated total energy   -77708.6412 eV

Structure (XYZ):
```
34
C8H19ClILuNO2P (ωB97M-V/def2-TZVPD)
C 1.427 -1.354 -0.394
I 1.629 1.585 0.187
H 0.385 -0.868 -0.595
H 1.365 -1.934 0.549
H 1.601 -1.963 -1.305
Lu -1.348 0.207 0.351
P -0.356 0.306 -2.525
C 1.200 0.744 -3.371
C -0.859 -1.095 -3.582
H -2.442 1.550 -2.587
H -1.552 1.624 -4.148
H -1.037 2.635 -2.753
C -1.454 1.666 -3.055
H -1.791 -1.520 -3.194
H -0.988 -0.732 -4.610
H 1.008 0.819 -4.452
H 1.949 -0.038 -3.206
H -0.054 -1.845 -3.566
H 1.614 1.689 -3.004
C 2.555 -0.380 -0.275
O 3.729 -0.567 -0.397
Cl -3.438 -0.605 -0.417
C 0.414 -0.845 4.790
N -0.834 -0.084 4.661
C -1.453 0.460 5.891
C -1.407 0.194 3.516
O -0.996 -0.212 2.355
H 0.578 -0.964 5.866
H 1.267 -0.316 4.346
H 0.330 -1.831 4.320
H -1.407 1.564 5.876
H -2.516 0.178 5.906
H -0.916 0.040 6.754
H -2.306 0.822 3.555
```

Here are the Mulliken charges for atoms 1 to 6, given in e: 0.06, 0.02, -0.70, 0.37, 0.31, 1.34



Density functional theory data (ωB97M-V/def2-TZVPD) for C16H16N2O5 in the gas phase in a non-equilibrium geometry.

Properties
HOMO level   -8.144 eV
Gap between HOMO and LUMO   8.61 eV
Total charge   0
Calculated total energy   -30066.7222 eV

Structure (XYZ):
```
39
C16H16N2O5 (ωB97M-V/def2-TZVPD)
C 0.652 2.333 -2.396
C 0.880 1.758 -1.231
C 2.045 2.092 -0.352
N 2.819 0.924 0.033
C 2.909 -0.231 -0.642
O 2.308 -0.516 -1.656
C 3.917 -1.203 -0.002
O 4.089 -1.032 1.387
C 3.111 -1.674 2.184
C 1.729 -1.152 1.952
N 1.242 -0.158 2.654
O 0.009 0.111 2.177
C -0.273 -0.721 1.156
C 0.797 -1.565 0.972
H 0.906 -2.349 0.254
C -1.537 -0.589 0.461
C -1.720 -1.207 -0.775
C -2.914 -1.087 -1.476
C -3.909 -0.333 -0.900
C -3.728 0.296 0.337
C -2.556 0.188 1.037
H -2.414 0.673 1.987
O -4.866 0.978 0.667
C -5.770 0.766 -0.396
O -5.161 -0.059 -1.368
H -6.040 1.733 -0.850
H -6.680 0.276 -0.016
H -3.056 -1.559 -2.433
H -0.911 -1.769 -1.210
H 3.126 -2.757 1.993
H 3.409 -1.474 3.215
H 4.894 -1.004 -0.454
H 3.626 -2.231 -0.252
H 3.384 1.003 0.868
H 2.699 2.812 -0.861
H 1.674 2.552 0.572
H 0.196 1.020 -0.839
H -0.212 2.086 -2.987
H 1.324 3.067 -2.810
```

Here are the Mulliken charges for atoms 1 to 6, given in e: -1.04, 0.36, -0.76, -0.01, 0.47, -0.62